1.
# C16H36AsN2ORuS3Si2

A structure of composition C16H36AsN2ORuS3Si2 (wB97M-V/def2-TZVPD, the Open Molecules 2025 dataset).

Values from the calculation:
Net charge: +1
Spin multiplicity: 5
Largest force on an atom (eV/Å): 0.36
Energy above the lowest of the compared OMol25 structures with the same formula, charge and spin (eV): 0.000

XYZ file:
```
62
Properties=species:S:1:pos:R:3:forces:R:3
Ru 0.464818 1.192509 0.108344 0.0919 0.1154 -0.0995
N -1.442786 1.990194 1.074263 0.1133 -0.0038 -0.1100
C -0.999141 2.752609 2.257057 -0.0470 0.0224 0.2129
C -0.030582 1.894006 3.047044 -0.0440 -0.0002 -0.0476
N 1.111724 1.544749 2.176214 0.2166 -0.0292 0.0038
H -2.003069 2.567727 0.456087 0.0327 0.0339 -0.0097
H -2.017092 1.206889 1.371928 -0.0873 0.0230 -0.1093
H -1.829624 3.057707 2.897604 -0.0512 -0.0523 -0.0330
H -0.495724 3.647737 1.899061 -0.0116 0.0064 0.0122
H -0.508583 0.957671 3.345050 -0.0318 0.0131 -0.0121
H 0.285679 2.408611 3.955522 0.0346 0.0085 -0.0155
H 1.629316 0.751531 2.544415 -0.0398 -0.0218 0.0230
H 1.776767 2.312450 2.126821 -0.0563 0.0743 0.0031
S 2.533734 0.559272 -0.509168 -0.0632 -0.0099 0.0860
C 2.411023 0.022614 -2.177238 0.0424 -0.0304 -0.0986
C 3.519148 -0.511780 -2.838775 -0.0216 0.0425 0.1029
C 3.403921 -0.926477 -4.149826 -0.0745 -0.0158 -0.1180
C 2.183974 -0.811215 -4.819752 0.1183 -0.0244 0.0245
C 1.085987 -0.281740 -4.172991 -0.0292 0.0451 0.0846
C 1.195363 0.139782 -2.844141 0.0718 -0.0550 -0.1112
S -0.193951 0.811415 -2.013384 -0.2688 0.0706 0.0063
H 4.461955 -0.599819 -2.313511 -0.0054 0.0022 0.0050
H 4.262906 -1.343358 -4.658141 -0.0023 -0.0001 -0.0054
H 2.096822 -1.137858 -5.847175 0.0081 -0.0028 -0.0013
H 0.135786 -0.189595 -4.684308 -0.0055 0.0067 0.0109
C 1.342906 5.979780 -0.924864 0.0135 0.0067 -0.0247
S 1.808677 4.264945 -0.735518 -0.1233 -0.0343 0.0924
C 1.754279 3.801100 -2.458138 -0.0074 0.0031 -0.0289
O 0.592945 3.631470 -0.067435 0.2434 0.1472 -0.0582
H 0.390995 6.035158 -1.450945 0.0005 -0.0050 -0.0011
H 2.126284 6.500042 -1.474986 -0.0051 0.0005 -0.0003
H 1.251299 6.405321 0.071745 0.0048 -0.0049 0.0076
H 2.475093 4.418495 -2.994175 0.0001 0.0004 -0.0060
H 0.743707 3.950300 -2.836735 0.0065 0.0003 -0.0016
H 2.039027 2.753784 -2.533058 -0.0049 -0.0038 0.0105
C -0.961401 -2.606245 3.742316 0.0243 -0.0245 -0.0068
Si 0.160098 -2.759306 2.248006 -0.0175 -0.0705 -0.0160
C 0.145276 -4.495580 1.560465 0.0034 0.0294 -0.0015
C 1.901169 -2.195065 2.672428 -0.0044 -0.0299 0.0026
As -0.618307 -1.228983 0.627060 -0.0522 -0.2055 0.2883
Si -2.691237 -1.967977 -0.246906 0.0327 -0.0657 -0.0258
C -3.663135 -2.871186 1.071302 0.0011 -0.0103 -0.0261
C -2.271036 -3.091311 -1.677484 0.0041 0.0264 0.0182
C -3.613172 -0.434073 -0.818456 -0.0004 0.0010 0.0086
H -0.696432 -3.367045 4.481663 0.0056 0.0138 0.0054
H -2.010852 -2.745071 3.481716 0.0037 -0.0255 0.0042
H -0.858649 -1.631020 4.222848 0.0045 0.0065 -0.0091
H 0.515106 -5.196174 2.313431 -0.0014 -0.0007 -0.0011
H 0.785573 -4.580451 0.680945 0.0032 0.0106 -0.0012
H -0.861178 -4.809452 1.277595 0.0048 0.0038 0.0056
H 2.545027 -3.054851 2.869427 -0.0022 0.0031 0.0274
H 1.905854 -1.579752 3.576366 -0.0069 0.0264 -0.0205
H 2.357260 -1.630459 1.855589 -0.0010 -0.0190 -0.0121
H -3.092030 -3.688295 1.514798 -0.0124 -0.0112 -0.0243
H -4.564822 -3.300757 0.626222 -0.0034 0.0108 0.0041
H -3.978134 -2.200701 1.872806 0.0131 0.0082 0.0055
H -1.700610 -3.962998 -1.352362 -0.0053 0.0012 0.0079
H -1.681866 -2.560626 -2.427830 -0.0021 0.0072 0.0021
H -3.189499 -3.444669 -2.153294 0.0027 -0.0020 -0.0040
H -4.485633 -0.245099 -0.190054 0.0027 0.0100 0.0086
H -3.961196 -0.563484 -1.844985 -0.0214 -0.0005 0.0090
H -2.979757 0.454600 -0.810503 0.0062 -0.0213 -0.0428
```
Positions in Å, forces in eV/Å.

***

2.
# C5H7NO

The molecule C5H7NO (wB97M-V/def2-TZVPD, the Open Molecules 2025 dataset).

Values from the calculation:
Largest force on an atom (eV/Å): 0.45
SMILES: C[C@H]1C=CNC1=O
Energy above the lowest of the compared OMol25 structures with the same formula, charge and spin (eV): 0.231

XYZ file:
```
14
Properties=species:S:1:pos:R:3:forces:R:3
C -1.882992 0.233582 0.083178 -0.0609 -0.0085 0.0439
C -0.427012 0.223140 -0.348746 -0.0638 -0.0161 -0.0175
C 0.597152 1.065763 0.373639 0.1383 -0.0119 -0.0152
C 1.750281 0.392908 0.394239 -0.1127 0.1215 0.0282
N 1.582974 -0.895862 -0.138415 -0.0545 -0.0628 -0.0647
C 0.248591 -1.147125 -0.407109 -0.0931 -0.1339 -0.1970
O -0.238234 -2.224796 -0.670338 0.1937 0.3982 -0.0585
H -2.268338 1.258640 0.073921 0.0348 -0.1597 0.0248
H -2.022871 -0.182605 1.084233 0.0745 0.0568 -0.0877
H -2.475170 -0.360635 -0.619079 0.0709 0.0551 0.1592
H -0.393231 0.535327 -1.407669 -0.0220 0.0075 0.0823
H 0.430196 2.063576 0.756798 0.0499 -0.1256 -0.0990
H 2.717329 0.691807 0.780475 -0.1654 -0.0284 -0.0748
H 2.313148 -1.539112 -0.386959 0.0103 -0.0923 0.2761
```
Positions in Å, forces in eV/Å.